Record 1
9
Properties=species:S:1:pos:R:3 method="wB97M-V/def2-TZVPD" gap_ev=8.9 fmax_ev_per_a=4.72 e_above_lowest_kcal_mol=84.6
C 0.311 -0.997 -0.180
C 1.503 0.521 0.218
C -1.719 0.338 0.311
N -0.869 -0.740 0.137
O 2.477 0.703 -0.438
O -2.189 1.030 -0.552
H 0.561 -1.984 -0.626
H 0.872 1.141 0.862
H -2.017 0.444 1.410


Record 2
99
Properties=species:S:1:pos:R:3 method="wB97M-V/def2-TZVPD" charge=+1 gap_ev="5.2 / 5.5" fmax_ev_per_a=1.49
Co -0.590 -0.063 -0.128
Cl -4.287 -4.497 3.484
C -3.423 -3.102 2.945
C -3.240 -2.039 3.792
C -2.517 -0.911 3.386
I -2.441 0.776 4.623
C -1.885 -0.854 2.149
O -1.073 0.094 1.766
C -2.171 -1.918 1.247
N -1.710 -1.743 -0.017
C -1.970 -2.648 -0.936
C -2.686 -3.814 -0.644
C -3.166 -4.017 0.625
C -2.935 -3.045 1.620
H -3.657 -2.078 4.789
H -1.607 -2.451 -1.937
H -2.861 -4.536 -1.428
H -3.737 -4.902 0.871
C 0.052 1.560 -6.047
N 0.582 1.300 -4.726
N 0.166 0.253 -3.941
C 0.696 0.390 -2.687
O 0.477 -0.461 -1.758
C 1.489 1.556 -2.727
C 1.375 2.095 -3.984
C 1.989 3.338 -4.518
C -0.692 -0.773 -4.431
C -1.953 -0.951 -3.880
C -2.790 -1.927 -4.400
C -2.366 -2.726 -5.453
C -1.094 -2.559 -5.982
C -0.255 -1.581 -5.474
H -0.903 1.055 -6.163
H 0.731 1.220 -6.830
H -0.105 2.631 -6.161
H 2.049 1.959 -1.906
H 2.689 3.733 -3.787
H 1.231 4.100 -4.710
H 2.526 3.142 -5.446
H -2.281 -0.316 -3.068
H -3.784 -2.049 -3.990
H -3.032 -3.474 -5.863
H -0.755 -3.194 -6.789
H 0.734 -1.437 -5.891
O -5.583 6.339 1.642
C -5.359 5.059 1.989
O -5.909 4.587 2.941
C -4.405 4.267 1.142
C -3.541 4.828 0.204
C -2.658 4.026 -0.497
C -2.622 2.653 -0.264
S -1.453 1.711 -1.164
C -3.501 2.081 0.653
C -4.376 2.890 1.349
H -5.109 6.590 0.845
H -3.516 5.894 0.014
H -1.977 4.452 -1.222
H -3.483 1.011 0.820
H -5.056 2.477 2.082
C 3.760 -0.367 -0.818
C 3.749 -1.202 0.450
C 5.038 -0.982 1.229
C 3.561 -2.673 0.097
Sb 1.881 -0.600 1.590
C 2.220 1.510 2.345
C 3.678 1.751 2.698
C 1.771 2.410 1.203
C 1.312 1.725 3.544
C 1.777 -2.093 3.305
C 3.168 -2.505 3.755
C 0.998 -3.272 2.732
C 1.008 -1.483 4.467
H 4.629 -0.638 -1.429
H 3.835 0.698 -0.586
H 2.864 -0.547 -1.409
H 5.856 -1.485 0.700
H 5.009 -1.391 2.238
H 5.298 0.072 1.297
H 4.374 -2.996 -0.562
H 2.621 -2.838 -0.434
H 3.583 -3.311 0.980
H 4.310 1.790 1.810
H 4.069 0.991 3.378
H 3.763 2.720 3.202
H 2.416 2.305 0.328
H 1.806 3.456 1.524
H 0.742 2.188 0.910
H 1.642 1.162 4.414
H 0.286 1.450 3.306
H 1.318 2.786 3.814
H 3.727 -3.015 2.973
H 3.076 -3.200 4.596
H 3.749 -1.649 4.103
H 1.471 -3.683 1.839
H -0.024 -2.977 2.481
H 0.943 -4.067 3.483
H 1.599 -0.738 4.997
H 0.764 -2.276 5.182
H 0.073 -1.027 4.140


Copy entry 2 word for word.
99
Properties=species:S:1:pos:R:3 method="wB97M-V/def2-TZVPD" charge=+1 gap_ev="5.2 / 5.5" fmax_ev_per_a=1.49
Co -0.590 -0.063 -0.128
Cl -4.287 -4.497 3.484
C -3.423 -3.102 2.945
C -3.240 -2.039 3.792
C -2.517 -0.911 3.386
I -2.441 0.776 4.623
C -1.885 -0.854 2.149
O -1.073 0.094 1.766
C -2.171 -1.918 1.247
N -1.710 -1.743 -0.017
C -1.970 -2.648 -0.936
C -2.686 -3.814 -0.644
C -3.166 -4.017 0.625
C -2.935 -3.045 1.620
H -3.657 -2.078 4.789
H -1.607 -2.451 -1.937
H -2.861 -4.536 -1.428
H -3.737 -4.902 0.871
C 0.052 1.560 -6.047
N 0.582 1.300 -4.726
N 0.166 0.253 -3.941
C 0.696 0.390 -2.687
O 0.477 -0.461 -1.758
C 1.489 1.556 -2.727
C 1.375 2.095 -3.984
C 1.989 3.338 -4.518
C -0.692 -0.773 -4.431
C -1.953 -0.951 -3.880
C -2.790 -1.927 -4.400
C -2.366 -2.726 -5.453
C -1.094 -2.559 -5.982
C -0.255 -1.581 -5.474
H -0.903 1.055 -6.163
H 0.731 1.220 -6.830
H -0.105 2.631 -6.161
H 2.049 1.959 -1.906
H 2.689 3.733 -3.787
H 1.231 4.100 -4.710
H 2.526 3.142 -5.446
H -2.281 -0.316 -3.068
H -3.784 -2.049 -3.990
H -3.032 -3.474 -5.863
H -0.755 -3.194 -6.789
H 0.734 -1.437 -5.891
O -5.583 6.339 1.642
C -5.359 5.059 1.989
O -5.909 4.587 2.941
C -4.405 4.267 1.142
C -3.541 4.828 0.204
C -2.658 4.026 -0.497
C -2.622 2.653 -0.264
S -1.453 1.711 -1.164
C -3.501 2.081 0.653
C -4.376 2.890 1.349
H -5.109 6.590 0.845
H -3.516 5.894 0.014
H -1.977 4.452 -1.222
H -3.483 1.011 0.820
H -5.056 2.477 2.082
C 3.760 -0.367 -0.818
C 3.749 -1.202 0.450
C 5.038 -0.982 1.229
C 3.561 -2.673 0.097
Sb 1.881 -0.600 1.590
C 2.220 1.510 2.345
C 3.678 1.751 2.698
C 1.771 2.410 1.203
C 1.312 1.725 3.544
C 1.777 -2.093 3.305
C 3.168 -2.505 3.755
C 0.998 -3.272 2.732
C 1.008 -1.483 4.467
H 4.629 -0.638 -1.429
H 3.835 0.698 -0.586
H 2.864 -0.547 -1.409
H 5.856 -1.485 0.700
H 5.009 -1.391 2.238
H 5.298 0.072 1.297
H 4.374 -2.996 -0.562
H 2.621 -2.838 -0.434
H 3.583 -3.311 0.980
H 4.310 1.790 1.810
H 4.069 0.991 3.378
H 3.763 2.720 3.202
H 2.416 2.305 0.328
H 1.806 3.456 1.524
H 0.742 2.188 0.910
H 1.642 1.162 4.414
H 0.286 1.450 3.306
H 1.318 2.786 3.814
H 3.727 -3.015 2.973
H 3.076 -3.200 4.596
H 3.749 -1.649 4.103
H 1.471 -3.683 1.839
H -0.024 -2.977 2.481
H 0.943 -4.067 3.483
H 1.599 -0.738 4.997
H 0.764 -2.276 5.182
H 0.073 -1.027 4.140